C48H61N7O2Si2V | wB97M-V/def2-TZVPD

```
121
C48H61N7O2Si2V (wB97M-V/def2-TZVPD)
V -0.377 -0.102 -0.475
N -0.519 0.369 1.739
N 0.678 1.045 2.175
C 1.503 1.461 1.025
O 2.754 1.806 1.371
O 1.701 0.301 0.240
H -1.331 0.980 1.784
H -0.666 -0.416 2.359
H 0.417 1.873 2.699
N -7.790 6.675 1.799
C -6.949 5.967 1.444
C -5.909 5.093 1.002
C -6.055 3.699 1.113
C -5.051 2.866 0.684
C -3.840 3.359 0.142
C -3.746 4.761 0.002
C -4.741 5.612 0.433
C -2.790 2.453 -0.281
C -3.196 1.235 -1.008
C -4.383 1.047 -1.716
C -4.310 -0.235 -2.299
C -3.083 -0.750 -1.929
N -2.399 0.130 -1.146
C -1.455 2.765 -0.046
C -0.940 3.883 0.791
C 0.385 3.756 0.883
C 0.815 2.531 0.143
N -0.411 2.004 -0.412
H -6.956 3.280 1.543
H -5.171 1.795 0.772
H -2.884 5.183 -0.498
H -4.630 6.682 0.301
H -5.189 1.756 -1.810
H -5.056 -0.725 -2.906
H -2.663 -1.728 -2.140
H -1.543 4.639 1.267
H 1.055 4.407 1.429
H 1.535 2.768 -0.649
C 3.518 -1.145 -0.882
Si 3.501 0.418 0.252
C 4.586 -0.192 1.729
C 5.320 0.951 2.431
C 5.621 -1.249 1.336
C 3.627 -0.840 2.730
C 4.417 1.668 -0.933
C 4.503 3.109 -0.429
C 3.708 1.667 -2.294
C 5.856 1.207 -1.189
H 4.444 -1.314 -1.436
H 2.700 -1.074 -1.605
H 3.321 -2.042 -0.294
H 6.126 1.367 1.820
H 5.779 0.575 3.356
H 4.638 1.757 2.695
H 6.307 -0.904 0.559
H 5.150 -2.166 0.983
H 6.224 -1.508 2.216
H 2.903 -0.124 3.116
H 4.196 -1.260 3.571
H 3.072 -1.659 2.274
H 3.525 3.547 -0.250
H 5.030 3.723 -1.173
H 5.055 3.176 0.510
H 2.641 1.879 -2.239
H 3.809 0.704 -2.798
H 4.159 2.427 -2.948
H 6.471 1.255 -0.288
H 6.318 1.869 -1.935
H 5.914 0.190 -1.581
C 2.928 -4.630 2.806
C 2.980 -4.873 1.444
C 2.002 -4.358 0.601
C 0.951 -3.575 1.078
C 0.936 -3.333 2.457
C 1.893 -3.855 3.312
Si -0.417 -2.793 -0.023
C -0.410 -4.016 -1.517
C -0.044 -3.576 -2.787
C -0.008 -4.425 -3.886
C -0.350 -5.758 -3.739
C -0.723 -6.229 -2.487
C -0.748 -5.369 -1.401
C -1.970 -3.384 0.960
C -2.004 -4.515 1.783
C -3.155 -4.910 2.449
C -4.323 -4.175 2.314
C -4.317 -3.041 1.515
C -3.156 -2.653 0.859
H 3.692 -5.025 3.465
H 3.789 -5.465 1.028
H 2.068 -4.568 -0.460
H 0.145 -2.723 2.882
H 1.842 -3.635 4.373
H 0.227 -2.532 -2.911
H 0.285 -4.039 -4.857
H -0.331 -6.428 -4.591
H -0.995 -7.271 -2.358
H -1.045 -5.756 -0.435
H -1.101 -5.099 1.919
H -3.137 -5.794 3.079
H -5.226 -4.476 2.833
H -5.213 -2.442 1.399
H -3.177 -1.750 0.256
C 0.534 1.050 -5.546
C -0.293 1.758 -4.473
C -0.117 3.270 -4.597
C -1.775 1.402 -4.619
N 0.261 1.428 -3.155
N 0.102 0.077 -2.725
H 0.213 1.358 -6.543
H 0.412 -0.033 -5.483
H 1.593 1.284 -5.427
H -0.423 3.616 -5.586
H 0.925 3.544 -4.429
H -0.730 3.786 -3.856
H -2.175 1.817 -5.548
H -2.365 1.789 -3.785
H -1.946 0.325 -4.653
H -0.190 1.975 -2.419
H 0.853 -0.473 -3.121
H -0.796 -0.311 -3.020
```

Values from the calculation:
Highest occupied orbital energy (spin up / spin down) (eV): -1.040 / -1.265
ΔE to the lowest compared entry with this formula, charge and spin (kJ/mol): 14.83
Gap between HOMO and LUMO (spin up / spin down) (eV): 5.21 / 5.43
Total charge: -2
2S+1: 4

Mulliken population analysis, charges in e, atoms 1 to 5:
1. V 0.445
2. N -0.325
3. N -0.045
4. C 0.803
5. O -0.847

C48H61N9O5P | wB97M-V/def2-TZVPD

```
124
C48H61N9O5P (wB97M-V/def2-TZVPD)
C -0.502 1.861 5.872
C -0.122 2.909 5.143
C -0.388 3.144 3.659
C -1.870 3.472 3.235
P -2.596 4.370 4.721
N -1.700 5.647 5.050
C -2.690 2.228 2.725
C -2.212 0.791 3.132
C -2.068 -0.221 1.959
C -0.720 -0.107 1.268
C 0.398 -0.521 1.982
C 1.677 -0.470 1.490
C 1.855 0.060 0.213
C 0.759 0.476 -0.499
C -0.529 0.404 -0.001
C -4.155 2.289 3.270
C -5.106 1.372 2.500
O -5.271 0.193 2.754
O -5.846 1.907 1.507
C -2.601 2.430 1.188
O -3.264 1.966 0.300
N -1.561 3.405 0.920
C -1.877 4.414 1.973
C -1.003 5.696 1.996
C -0.227 5.925 0.664
C -3.284 4.952 1.500
O -4.186 5.277 2.328
O -3.419 5.095 0.286
H 0.013 1.474 6.751
H -1.421 1.336 5.597
H 0.438 3.693 5.662
H 0.302 3.931 3.346
H -0.067 2.234 3.133
H -2.728 3.490 5.826
H -3.893 4.830 4.437
H -1.355 5.584 6.004
H -1.268 0.743 3.680
H -2.963 0.344 3.793
H -2.066 -1.213 2.439
H -2.918 -0.226 1.275
H 0.251 -0.922 2.987
H 2.521 -0.826 2.075
H 2.867 0.095 -0.187
H 0.947 0.856 -1.503
H -1.372 0.735 -0.601
H -4.583 3.298 3.183
H -4.188 2.029 4.334
H -5.666 2.863 1.465
H -0.637 2.983 1.017
H -0.355 5.782 2.871
H -1.705 6.534 2.059
H 0.594 6.614 0.917
H -0.867 6.473 -0.031
H 0.164 5.004 0.230
N 3.934 2.667 1.229
C 3.818 3.288 0.017
C 4.955 4.024 -0.191
C 5.792 3.835 0.941
C 5.135 2.992 1.797
H 3.241 2.065 1.639
H 2.938 3.153 -0.591
H 5.163 4.630 -1.057
H 6.765 4.269 1.107
H 5.417 2.597 2.759
N 0.184 -1.920 5.960
C -0.714 -2.895 6.297
C -0.125 -4.109 6.064
C 1.183 -3.857 5.571
C 1.344 -2.498 5.521
H 0.019 -0.931 6.024
H -1.692 -2.640 6.671
H -0.581 -5.071 6.229
H 1.920 -4.589 5.287
H 2.180 -1.893 5.211
N 2.525 -0.189 -3.765
C 1.430 -1.013 -3.825
C 1.061 -1.128 -5.137
C 1.969 -0.349 -5.904
C 2.861 0.216 -5.031
H 3.006 0.078 -2.924
H 1.012 -1.442 -2.928
H 0.232 -1.708 -5.509
H 1.967 -0.219 -6.973
H 3.701 0.869 -5.199
N 4.315 -3.183 -3.653
C 3.451 -4.193 -3.332
C 4.097 -5.383 -3.536
C 5.406 -5.079 -3.996
C 5.510 -3.714 -4.055
H 4.102 -2.202 -3.603
H 2.454 -3.977 -2.988
H 3.678 -6.363 -3.374
H 6.183 -5.782 -4.253
H 6.327 -3.078 -4.348
N -7.972 -0.511 0.615
C -8.050 -1.251 -0.530
C -9.374 -1.378 -0.864
C -10.124 -0.680 0.119
C -9.228 -0.156 1.015
H -7.118 -0.263 1.093
H -7.160 -1.623 -1.007
H -9.760 -1.910 -1.719
H -11.195 -0.575 0.163
H -9.376 0.438 1.901
N -1.134 1.328 -6.510
C -2.223 0.505 -6.568
C -2.594 0.386 -7.882
C -1.686 1.165 -8.648
C -0.797 1.730 -7.772
H -0.653 1.594 -5.670
H -2.641 0.078 -5.672
H -3.422 -0.195 -8.252
H -1.686 1.294 -9.718
H 0.044 2.383 -7.938
N 7.503 -8.464 -3.483
C 6.266 -9.046 -3.507
C 6.353 -10.191 -4.253
C 7.699 -10.307 -4.693
C 8.384 -9.228 -4.200
H 7.729 -7.607 -3.011
H 5.434 -8.596 -2.993
H 5.543 -10.871 -4.460
H 8.117 -11.092 -5.302
H 9.416 -8.938 -4.297
```

Values from the calculation:
Highest occupied orbital energy (eV): -5.434
Gap between HOMO and LUMO (eV): 7.12
Total charge: -1

Mulliken population analysis, charges in e, atoms 1 to 5:
1. C -1.136
2. C -0.726
3. C -0.259
4. C 1.162
5. P 0.059

C48H62AsIrN4O6SiTe | wB97M-V/def2-TZVPD

```
124
C48H62AsIrN4O6SiTe (wB97M-V/def2-TZVPD)
Ir 0.857 -0.886 -0.336
O 1.997 -6.739 -3.822
C 2.890 -6.400 -2.783
C 2.360 -5.196 -2.055
C 3.111 -4.592 -1.051
C 2.613 -3.472 -0.411
N 1.420 -2.958 -0.730
C 0.690 -3.529 -1.692
C 1.119 -4.654 -2.372
C -0.596 -2.812 -1.973
C -1.388 -3.127 -3.051
C -2.491 -2.327 -3.354
C -3.308 -2.624 -4.586
O -3.674 -3.989 -4.673
C -2.777 -1.271 -2.511
C -1.959 -1.027 -1.414
N -0.883 -1.776 -1.144
H 2.324 -7.519 -4.280
H 3.887 -6.163 -3.170
H 3.001 -7.223 -2.067
H 4.079 -4.986 -0.767
H 3.154 -2.954 0.370
H 0.524 -5.110 -3.148
H -1.147 -3.962 -3.694
H -2.695 -2.424 -5.467
H -4.177 -1.962 -4.632
H -4.270 -4.201 -3.948
H -3.623 -0.623 -2.697
H -2.154 -0.222 -0.725
O 0.426 -1.168 3.927
C 0.288 -1.760 2.870
O 1.039 -1.738 1.835
C -0.923 -2.698 2.773
N -0.852 -3.410 1.455
C -1.309 -4.809 1.662
C -0.729 -5.121 3.035
C -0.958 -3.820 3.824
H -1.820 -2.087 2.794
H 0.152 -3.341 1.209
H -1.308 -2.892 0.701
H -0.961 -5.446 0.851
H -2.399 -4.811 1.685
H 0.338 -5.338 2.945
H -1.211 -5.982 3.491
H -0.202 -3.647 4.585
H -1.928 -3.846 4.320
C -5.225 1.448 1.644
Si -4.056 0.330 2.557
C -4.695 -1.427 2.496
C -3.714 0.903 4.283
C -2.442 0.513 1.660
C -1.435 1.046 1.239
H -6.157 1.571 2.200
H -5.474 1.044 0.660
H -4.778 2.435 1.507
H -5.779 -1.418 2.637
H -4.275 -2.055 3.284
H -4.497 -1.895 1.528
H -4.592 0.815 4.926
H -3.403 1.950 4.261
H -2.901 0.320 4.724
C 4.608 -0.363 -3.050
As 4.022 0.527 -1.464
C 5.555 0.605 -0.329
C 3.607 2.336 -1.920
O 2.840 -0.362 -0.694
H 5.456 0.179 -3.467
H 3.795 -0.398 -3.772
H 4.910 -1.375 -2.785
H 6.360 1.131 -0.842
H 5.871 -0.406 -0.079
H 5.279 1.137 0.578
H 3.948 2.534 -2.935
H 4.129 2.986 -1.219
H 2.535 2.517 -1.861
C -2.566 6.881 4.524
C -2.063 5.836 3.565
C -1.408 4.698 4.013
C -0.914 3.731 3.142
C -0.195 2.569 3.786
C -1.083 3.897 1.756
Te -0.418 2.490 0.181
N 0.192 0.699 -1.224
C 0.486 1.293 -2.380
O 0.551 2.536 -2.519
C 0.653 0.471 -3.649
C 1.214 -0.800 -3.684
C 1.350 -1.486 -4.886
C 0.922 -0.905 -6.070
C 0.354 0.365 -6.044
C 0.234 1.051 -4.846
C 1.522 2.575 1.009
C 2.044 1.535 1.762
C 3.272 1.687 2.388
C 3.966 2.883 2.258
C 3.439 3.910 1.489
C 2.208 3.781 0.851
C 1.665 4.941 0.059
C -1.754 5.043 1.291
C -1.995 5.375 -0.170
C -2.228 5.986 2.198
H -2.500 6.535 5.555
H -3.604 7.141 4.315
H -1.978 7.797 4.440
H -1.277 4.550 5.080
H -0.681 2.303 4.725
H 0.837 2.842 4.017
H -0.170 1.668 3.182
H 1.566 -1.238 -2.757
H 1.785 -2.479 -4.894
H 1.042 -1.428 -7.010
H 0.008 0.821 -6.962
H -0.193 2.045 -4.817
H 1.495 0.612 1.911
H 3.667 0.878 2.990
H 4.914 3.022 2.763
H 3.983 4.843 1.391
H 2.478 5.513 -0.386
H 1.094 5.610 0.707
H 1.013 4.623 -0.760
H -1.802 4.558 -0.862
H -1.364 6.212 -0.478
H -3.031 5.682 -0.316
H -2.745 6.862 1.818
```

Values from the calculation:
Highest occupied orbital energy (spin up / spin down) (eV): -8.502 / -9.181
ΔE to the lowest compared entry with this formula, charge and spin (kJ/mol): 374.63
Gap between HOMO and LUMO (spin up / spin down) (eV): 5.74 / 6.43
Total charge: +1
2S+1: 2

Mulliken population analysis, charges in e, atoms 1 to 5:
1. Ir 3.869
2. O -0.493
3. C -0.628
4. C 0.014
5. C -1.317

Molecular weight: 875.2; 875.0; 1213.9 (g mol⁻¹)